221
Properties=species:S:1:pos:R:3:forces:R:3:mulliken_charge:R:1 method="wB97M-V/def2-TZVPD" fmax_ev_per_a=3.7 e_tot_ha=-3756.40311 gap_ev=9.03 e_above_lowest_kcal_mol=211.5
C -20.0705 -3.4978 -20.7549 -0.6 -1.2 -1.7 -1.585
C -19.9915 -3.6761 -19.2585 -0.6 -1.8 0.1 0.566
C -19.6052 -5.0708 -18.7197 0.1 -0.7 -1.4 -0.215
O -20.3562 -6.0942 -19.3934 -0.9 -0.3 0.9 -0.386
C -20.4998 -7.2370 -18.5224 0.7 0.4 -0.8 -0.673
N -19.2231 -2.6903 -18.5887 -0.1 0.8 0.3 -0.199
H -20.3841 -2.5149 -21.1065 -0.1 0.2 0.6 0.489
H -20.8126 -4.1890 -21.1546 -0.5 0.0 0.2 0.534
H -19.2730 -3.7692 -21.4466 1.0 0.0 0.7 0.128
H -21.0361 -3.6444 -18.9488 -0.3 0.5 0.2 0.104
H -19.7664 -5.1551 -17.6450 -0.2 0.4 0.1 0.149
H -18.5672 -5.3470 -18.9052 0.6 0.4 0.0 0.215
H -20.8399 -6.9235 -17.5354 0.1 -0.1 0.1 0.286
H -19.5250 -7.7237 -18.4918 0.2 -0.1 0.6 0.261
H -21.1690 -8.0089 -18.9023 -0.3 0.5 -0.4 0.293
H -18.2350 -2.8802 -18.6769 0.4 0.0 -0.1 -0.088
H -19.4090 -1.8702 -19.1481 0.3 0.7 0.4 0.256
C -15.0680 -9.1046 -16.1108 1.2 -0.6 0.0 -0.693
C -13.8191 -9.7817 -15.5072 0.2 0.9 0.5 0.381
C -12.5599 -8.8646 -15.5942 -0.9 -1.9 0.3 -0.851
O -12.4097 -8.5904 -16.9602 1.5 2.4 1.4 -0.328
C -11.3325 -7.6555 -17.1115 -0.4 1.0 -0.2 -0.571
N -14.0992 -10.1288 -14.1144 0.4 -0.8 -0.3 -0.788
H -14.9057 -8.9472 -17.1771 -0.2 0.6 0.1 -0.083
H -15.1575 -8.2205 -15.4796 -0.5 0.4 -0.6 0.203
H -15.9511 -9.7335 -15.9980 0.0 0.0 0.1 0.365
H -13.5707 -10.7173 -16.0083 0.0 0.0 -0.2 0.438
H -11.6592 -9.3785 -15.2582 0.0 -0.5 0.2 0.393
H -12.6107 -8.0115 -14.9176 -0.5 0.6 -0.3 0.192
H -11.5037 -7.0340 -17.9905 0.2 -0.7 -0.6 -0.072
H -10.3316 -8.0854 -17.0733 -0.1 -0.4 -0.2 0.299
H -11.3591 -6.8575 -16.3695 -0.2 -0.3 0.7 0.323
H -14.7128 -9.4577 -13.6749 0.0 0.3 0.0 0.248
H -14.6381 -10.9740 -14.2380 -0.2 -0.2 0.8 0.341
C -17.9204 -5.5620 -14.7596 1.5 -0.4 -0.8 -1.456
C -18.7503 -6.4457 -13.8290 0.7 0.7 1.0 0.973
C -18.0031 -6.8497 -12.5715 1.6 -0.5 -0.5 -1.268
O -16.9129 -7.7658 -13.0165 -1.5 -0.2 0.9 -0.244
C -17.2766 -9.1296 -12.6802 0.5 0.7 0.2 -0.875
N -19.9733 -5.7490 -13.4384 -0.5 -0.1 -0.8 -0.773
H -18.1775 -5.6769 -15.8126 -0.8 0.3 0.0 0.247
H -16.8712 -5.8416 -14.8550 0.3 -0.6 0.6 0.331
H -17.8184 -4.5058 -14.5104 -0.7 0.1 0.3 0.430
H -18.9226 -7.4084 -14.3104 -0.6 0.1 -0.3 0.184
H -18.6311 -7.3062 -11.8065 -0.2 -0.4 -0.3 0.451
H -17.5645 -6.0015 -12.0458 0.4 0.2 -0.3 0.417
H -16.7922 -9.8576 -13.3310 0.1 0.3 -0.3 0.208
H -18.3535 -9.2888 -12.7352 0.0 0.0 0.0 0.450
H -16.9168 -9.3245 -11.6699 -0.2 -0.2 0.2 0.290
H -20.1611 -5.1756 -14.2484 -0.8 0.0 -0.3 0.300
H -19.7860 -5.0151 -12.7702 0.4 -0.1 0.6 0.277
C -12.6769 -7.6940 -20.6473 -0.8 -0.2 0.1 -1.204
C -13.5604 -8.8961 -20.1801 -0.2 0.5 -0.9 1.252
C -13.8695 -9.7450 -21.3960 -0.5 0.1 0.4 -0.994
O -14.6135 -8.9362 -22.2721 0.1 -1.5 -2.4 -0.164
C -14.8866 -9.6560 -23.5183 -0.9 1.1 0.1 -0.892
N -12.8950 -9.6794 -19.2004 1.5 -0.4 0.5 -0.742
H -11.6472 -8.0272 -20.7763 0.1 0.1 0.3 0.385
H -12.7994 -6.8224 -20.0044 0.5 -0.2 0.6 -0.159
H -13.0002 -7.2733 -21.5995 -0.2 -0.5 -0.2 0.331
H -14.4567 -8.5447 -19.6691 -0.7 0.5 -0.9 0.088
H -14.4333 -10.6463 -21.1554 -0.4 -0.1 0.4 0.429
H -12.9588 -10.1429 -21.8437 0.4 0.4 -0.2 0.353
H -15.6351 -10.4415 -23.4143 -0.2 0.0 0.6 0.341
H -14.1027 -10.1374 -24.1030 1.0 0.2 0.8 0.380
H -15.3042 -8.9247 -24.2103 -0.1 0.1 0.2 0.213
H -13.5142 -10.2627 -18.6559 -0.5 -0.4 -0.4 0.371
H -12.6532 -9.0240 -18.4710 0.4 -0.4 -0.4 0.243
C -16.7153 -0.5901 -20.3930 1.8 -0.5 -1.4 -0.674
C -16.9780 -0.4744 -21.9485 -0.3 0.0 1.4 0.126
C -15.9810 -1.1569 -22.8921 1.9 -0.2 1.8 -0.239
O -14.6130 -0.6564 -22.6291 -1.4 0.7 0.3 -0.380
C -13.8364 -0.7623 -23.7612 0.9 -0.2 -0.9 -0.649
N -18.3156 -1.0292 -22.1418 -0.2 0.6 -1.1 -0.627
H -17.4791 -0.2106 -19.7143 -0.2 0.2 -0.5 0.418
H -15.7598 -0.1373 -20.1282 0.0 0.2 0.1 0.196
H -16.5800 -1.6520 -20.1875 -0.2 -0.1 0.2 -0.121
H -16.9496 0.5807 -22.2208 -0.3 0.1 -0.1 0.271
H -16.2135 -1.0667 -23.9532 -0.3 0.2 0.1 0.430
H -15.7994 -2.1934 -22.6078 -0.9 -0.5 -0.4 -0.019
H -14.0447 -0.0106 -24.5226 -0.4 0.2 -0.2 0.324
H -13.9322 -1.7460 -24.2209 0.0 -0.3 -0.1 0.132
H -12.7721 -0.6371 -23.5622 0.0 0.0 0.6 0.236
H -18.8892 -0.6561 -21.3989 -0.3 -0.1 -0.1 0.351
H -18.3450 -2.0367 -22.0774 0.3 0.0 0.1 0.091
C -7.5865 -3.3642 -15.6996 -0.8 -1.3 0.7 -1.080
C -6.7787 -3.8540 -16.8863 -0.4 -1.0 0.3 0.040
C -7.1264 -5.2728 -17.5370 1.5 0.3 1.0 -0.453
O -6.1409 -5.8132 -18.5073 -0.7 1.6 0.5 -0.336
C -4.8947 -6.2485 -17.9565 -0.8 -0.9 0.6 -0.753
N -6.9230 -2.7406 -17.7952 1.0 -0.8 -1.6 -0.282
H -7.9104 -4.1091 -14.9727 0.9 -0.3 0.5 0.491
H -8.5946 -3.0464 -15.9658 0.1 0.7 -0.7 0.132
H -6.9947 -2.5546 -15.2726 -0.5 0.0 0.3 0.373
H -5.7376 -3.9080 -16.5681 0.1 0.0 0.0 0.258
H -8.1227 -5.1834 -17.9702 0.2 -0.3 -0.6 0.114
H -7.1395 -6.0162 -16.7400 -0.3 0.0 0.3 0.401
H -4.4652 -5.6631 -17.1435 0.1 0.8 -0.5 0.308
H -4.1917 -6.4736 -18.7586 -0.1 0.6 0.0 0.279
H -5.0387 -7.2006 -17.4457 -0.3 -0.5 0.0 0.289
H -7.8246 -2.8667 -18.2326 -0.8 0.4 0.0 -0.165
H -6.3613 -3.1091 -18.5493 0.7 0.8 -0.9 0.328
C -8.8494 -1.9971 -12.4668 -0.6 -0.1 -0.2 -1.283
C -10.3186 -2.4929 -12.1569 2.4 0.8 -0.2 0.990
C -10.6172 -3.8431 -12.7299 -1.0 -0.7 -1.9 -0.835
O -9.5900 -4.7829 -12.8788 0.8 -1.0 1.6 -0.355
C -10.0137 -6.0959 -12.4524 0.0 0.7 -1.1 -0.861
N -10.5725 -2.4655 -10.7296 -0.5 0.3 -0.1 -0.626
H -8.6054 -1.0562 -11.9734 -0.4 0.0 0.3 0.520
H -8.6818 -1.7794 -13.5216 -0.3 -0.2 -0.2 -0.031
H -8.0733 -2.7132 -12.1967 -0.3 -0.2 0.2 0.360
H -10.9908 -1.7977 -12.6598 -0.2 0.1 0.0 0.037
H -11.0075 -3.7711 -13.7451 -0.3 0.7 -0.4 0.178
H -11.4678 -4.2886 -12.2141 -0.1 0.0 0.5 0.563
H -9.1865 -6.7853 -12.6215 0.0 0.1 0.4 0.268
H -10.8233 -6.4015 -13.1151 -0.2 -0.2 -0.1 0.255
H -10.4250 -6.1198 -11.4432 0.4 0.1 0.2 0.390
H -11.2573 -3.1973 -10.6046 0.1 0.0 1.0 0.235
H -9.7463 -2.6056 -10.1657 -0.1 -0.3 0.0 0.255
C -7.1113 2.2456 -15.3018 0.2 -0.7 0.1 -1.522
C -7.3671 0.7895 -15.7311 -0.6 -0.9 -1.2 0.659
C -8.2542 0.6696 -16.9803 -0.6 0.5 -0.1 -0.087
O -9.5005 1.3216 -16.8051 -0.6 -0.1 -1.0 -0.507
C -10.6173 0.6844 -17.4843 0.7 0.6 1.5 -0.331
N -6.1523 0.0194 -16.0767 0.9 1.6 0.5 -0.703
H -8.0479 2.6332 -14.9011 0.0 0.3 -0.4 0.320
H -6.7188 2.8424 -16.1252 -0.4 0.1 -0.2 0.330
H -6.3705 2.3615 -14.5107 0.0 -0.5 0.1 0.425
H -7.9529 0.2579 -14.9812 0.3 0.0 0.5 -0.046
H -8.3575 -0.3942 -17.1944 -0.3 -0.3 0.2 0.022
H -7.8273 1.0821 -17.8945 0.7 0.2 0.0 0.275
H -11.4107 1.4316 -17.4681 -0.1 -0.3 0.3 0.308
H -10.7792 -0.1744 -16.8328 -0.9 -0.3 -0.4 0.230
H -10.5486 0.3695 -18.5256 0.9 0.0 -0.1 0.103
H -6.2252 -0.8359 -16.6090 -1.1 -0.4 0.2 0.220
H -5.7518 0.6302 -16.7742 0.9 0.2 -0.1 0.346
C -17.2375 -3.2089 -25.7517 0.1 1.4 3.3 -1.198
C -15.7395 -3.2433 -26.0365 -1.9 -2.3 -1.4 1.102
C -15.1396 -4.5493 -25.4148 -0.9 0.3 -0.1 -1.068
O -15.4416 -4.6384 -24.0032 -0.4 1.5 -1.1 -0.116
C -14.6723 -5.5451 -23.3279 1.7 -1.2 0.6 -1.142
N -15.7980 -3.2619 -27.5054 1.8 0.4 -1.5 -0.888
H -17.9339 -4.0131 -25.9893 0.8 -0.4 -0.7 0.351
H -17.6325 -2.2628 -26.1219 -0.2 0.0 0.0 0.492
H -17.2800 -3.1624 -24.6635 -0.7 0.3 0.4 -0.018
H -15.2197 -2.3092 -25.8233 -0.1 -0.3 0.6 -0.172
H -14.1007 -4.7548 -25.6727 0.4 0.5 0.4 0.476
H -15.6792 -5.3766 -25.8758 -0.2 -0.2 -0.3 0.462
H -15.0493 -5.8380 -22.3479 -0.8 0.0 -0.3 0.344
H -13.6693 -5.2015 -23.0750 0.4 0.7 -0.2 0.395
H -14.4461 -6.4294 -23.9236 -0.5 -0.5 0.0 0.394
H -16.3978 -3.9447 -27.9461 0.1 -0.8 0.6 0.300
H -16.3240 -2.4244 -27.7103 0.4 0.4 -0.4 0.311
C -8.7985 -0.5742 -21.2591 -0.6 0.9 0.7 -1.164
C -8.0933 -1.7852 -21.8919 -1.7 0.3 2.2 0.792
C -8.8212 -3.1102 -21.5221 -0.9 0.7 3.0 -1.024
O -9.2588 -3.0612 -20.1009 0.4 0.5 1.1 -0.068
C -10.5477 -3.5669 -19.6643 0.7 -0.6 -2.9 -1.118
N -8.1157 -1.7199 -23.2934 0.4 -0.2 -2.7 -0.784
H -9.8835 -0.4948 -21.3266 -0.3 -0.6 -0.5 0.188
H -8.4657 0.4073 -21.5967 0.5 -0.2 -0.7 0.503
H -8.6461 -0.4709 -20.1848 0.3 -0.7 0.1 0.036
H -7.0952 -1.6456 -21.4767 0.3 -0.9 -0.4 0.295
H -8.1888 -3.9948 -21.5980 -0.1 0.0 -0.5 0.203
H -9.7505 -3.1518 -22.0902 0.1 -0.2 -0.4 0.427
H -10.4885 -4.6483 -19.7877 -0.3 -0.3 0.5 0.515
H -11.2621 -3.2382 -20.4190 -0.5 0.1 0.0 0.325
H -10.9706 -3.2906 -18.6984 1.0 0.4 0.2 0.355
H -7.8044 -2.5964 -23.6870 1.3 -0.3 0.0 0.300
H -9.0450 -1.8348 -23.6720 -0.8 1.0 0.4 0.241
C -18.3395 -0.1367 -16.3332 1.3 -0.6 -0.3 -1.309
C -17.1131 -0.1104 -15.4096 -1.2 2.3 -1.3 0.544
C -15.8733 0.5819 -16.1651 0.1 -0.9 1.8 -0.900
O -15.3539 -0.1148 -17.2855 1.3 0.3 -0.5 -0.111
C -13.9417 0.2948 -17.6719 -2.6 1.0 0.5 -1.293
N -17.6160 0.8215 -14.2845 1.8 -1.9 -1.0 -0.755
H -18.6334 0.8777 -16.6032 -0.2 0.0 0.3 0.361
H -19.1237 -0.6855 -15.8117 -0.2 0.1 -0.4 0.402
H -18.0221 -0.6107 -17.2620 -0.5 -0.4 -0.1 0.000
H -16.9064 -1.1245 -15.0677 0.3 0.2 0.3 0.254
H -15.0864 0.6814 -15.4174 0.4 -0.3 0.3 0.506
H -16.1328 1.6323 -16.2965 -0.4 0.2 -1.0 0.339
H -14.0508 1.2628 -18.1609 0.0 0.2 -0.1 0.641
H -13.5116 -0.3468 -18.4409 -0.2 -0.6 0.7 0.302
H -13.3694 0.4893 -16.7648 0.2 -0.7 -0.1 0.388
H -16.9497 0.6094 -13.5557 0.1 0.4 0.7 0.220
H -17.3200 1.7186 -14.6418 -0.2 0.6 0.2 0.367
C -14.5120 -3.5311 -19.4084 -0.1 0.1 0.0 -0.886
C -15.2249 -3.8361 -18.0579 1.7 -1.3 -0.6 0.296
C -14.2236 -3.8952 -16.8561 -0.3 0.2 2.0 -1.020
O -13.6030 -2.6501 -16.3181 -0.2 -1.3 -2.1 0.239
C -13.7640 -2.3140 -14.9690 -1.1 -0.2 0.0 -0.500
N -16.2992 -2.9271 -17.9461 0.3 2.4 0.2 0.718
H -13.7634 -4.2373 -19.7677 -0.1 -0.5 0.5 0.186
H -13.9650 -2.5884 -19.3960 -0.2 0.3 0.3 -0.153
H -15.2421 -3.4405 -20.2126 -0.1 0.0 0.1 0.218
H -15.7482 -4.7877 -18.1515 0.8 -0.8 0.2 0.652
H -13.4319 -4.6422 -16.9146 0.4 0.2 -1.0 0.632
H -14.7805 -4.3466 -16.0350 -0.5 0.3 0.4 0.110
H -12.8797 -1.7931 -14.6020 0.0 0.0 -0.1 0.081
H -13.9879 -3.1630 -14.3231 0.3 -0.4 0.0 0.394
H -14.6510 -1.6868 -14.8794 0.0 0.5 0.2 -0.216
H -16.7999 -2.8421 -17.0731 -0.1 -1.1 0.5 0.210
H -15.7550 -2.0802 -17.8651 -0.5 1.4 -0.5 -0.985
C -12.9140 1.3890 -8.9266 -0.3 0.8 -0.7 -1.494
C -14.0637 1.1609 -9.8744 -0.7 0.6 -1.2 0.627
C -14.0117 1.9451 -11.2567 3.3 -0.7 1.4 -0.868
O -15.0392 1.7890 -12.1211 -3.1 0.1 0.4 -0.092
C -16.1009 2.6664 -11.7087 -0.2 0.3 -1.7 -0.814
N -14.2026 -0.2267 -10.1288 -1.0 -2.2 -0.4 -0.656
H -13.0584 0.7962 -8.0233 0.3 -0.1 -0.2 0.369
H -12.9445 2.4434 -8.6521 0.4 0.1 0.1 0.380
H -12.0028 1.1631 -9.4803 0.3 -0.1 0.5 0.314
H -14.9784 1.4493 -9.3564 -0.2 0.2 0.0 0.205
H -13.2052 1.4913 -11.8326 0.7 0.0 0.4 0.234
H -13.7478 2.9956 -11.1341 -0.1 0.4 0.3 0.407
H -15.7450 3.6719 -11.9331 0.0 0.3 0.4 0.370
H -16.4560 2.6039 -10.6801 0.3 -0.4 0.0 0.296
H -16.9266 2.5061 -12.4020 -0.1 -0.2 0.3 0.247
H -13.4280 -0.7878 -10.4532 0.9 0.6 0.4 0.234
H -14.8816 -0.4141 -10.8527 -0.5 0.3 0.1 0.235